1.
Below is an isolated molecule of CH5N3OS, with properties calculated with the ωB97M-V functional and the def2-TZVPD basis.

Geometry as XYZ:
```
11
Properties=species:S:1:pos:R:3:forces:R:3:mulliken_charge:R:1
N 1.658384 -1.154198 0.311390 -0.54 -1.14 -0.05 -0.55
N 0.435996 -1.033561 -0.451152 -0.51 1.04 0.70 -0.21
C -0.377511 0.036879 -0.030701 -0.39 -0.61 -0.84 0.24
S -2.046670 -0.059719 0.028017 0.74 -0.08 0.09 -0.38
N 0.315246 1.124186 0.274610 1.25 1.08 -0.17 -0.11
O 1.577561 1.321630 -0.303420 -0.13 0.29 0.13 -0.44
H 2.251477 -1.850749 -0.180843 -0.63 0.64 0.80 0.24
H 1.386904 -1.446979 1.266674 0.61 -0.24 -0.73 0.25
H -0.180691 -1.831161 -0.470718 0.23 -0.58 0.03 0.28
H -0.043469 2.046588 0.406895 -1.06 -0.10 0.23 0.24
H 2.109692 0.688499 0.197360 0.44 -0.32 -0.17 0.44
```
Forces are in eV/Å.

Calculated values
net charge: 0
ΔE to the lowest compared entry with this formula, charge and spin: 41.89 kcal per mole
E: -18468.6183 eV
orbital gap: 9.05 eV



2.
Below is a cluster of 2 separate species, C5H10O2 in total, with properties calculated with the ωB97M-V functional and the def2-TZVPD basis.

Geometry as XYZ:
```
17
Properties=species:S:1:pos:R:3:forces:R:3:mulliken_charge:R:1
C -0.856557 -1.588195 1.284939 0.03 -0.41 0.51 -0.77
C 0.430712 -1.280171 1.168018 -0.70 1.94 0.61 -0.23
C 0.944252 -0.403946 0.118492 0.74 0.40 -0.41 0.55
O 2.323127 -0.396790 0.158581 0.21 -0.95 -0.47 -0.52
C 0.265494 0.277373 -0.820729 -0.11 -1.21 0.68 -0.04
C 0.764134 0.368405 -2.246911 -0.15 0.58 0.99 -1.33
H -1.616657 -1.293930 0.568411 0.22 -0.20 -0.10 0.29
H -1.177246 -2.129632 2.171023 -0.13 0.06 -0.18 0.23
H 1.116124 -1.398180 1.996199 0.09 -0.66 -0.03 0.29
H 2.682128 -0.177833 -0.708519 -0.02 0.25 0.03 0.30
H -0.742374 0.502143 -0.500484 -0.34 -0.14 -0.69 0.19
H 1.348826 -0.525377 -2.466838 0.18 0.09 -0.12 0.38
H -0.112964 0.338219 -2.881355 0.04 0.26 -0.37 0.35
H 1.357547 1.268496 -2.414494 -0.04 0.00 -0.43 0.31
O -1.872800 2.014736 1.599722 -0.21 0.04 -0.07 -0.62
H -2.169477 2.919961 1.461789 0.14 0.07 0.01 0.30
H -2.684269 1.504721 1.512156 0.05 -0.13 0.06 0.31
```
Forces are in eV/Å.

Calculated values
net charge: 0
ΔE to the lowest compared entry with this formula, charge and spin: 67.16 kcal per mole
E: -9440.1308 eV
orbital gap: 8.60 eV



3.
Below is a structure of composition C11H21Br3NOP2, with properties calculated with the ωB97M-V functional and the def2-TZVPD basis.

Geometry as XYZ:
```
39
Properties=species:S:1:pos:R:3:forces:R:3:mulliken_charge:R:1
C 0.832852 -1.497843 4.400755 -0.65 0.68 0.28 -0.96
C -0.424768 -1.948450 3.456206 2.23 0.49 0.55 -0.33
O -0.376623 -1.085203 2.302447 -0.61 -1.28 1.47 -0.39
P -1.940290 -0.793770 1.583469 0.23 0.00 -1.55 -0.47
C -1.637391 -2.098188 0.168908 0.89 0.59 -1.53 -0.66
C -0.526030 -1.511900 -0.830876 1.94 0.66 -2.47 0.28
C -0.906107 -0.864759 -2.211649 3.46 0.05 0.90 -0.47
C 0.196656 -0.261231 -3.152027 1.00 -1.37 3.24 -0.35
C 1.710868 -0.271387 -2.767465 -2.67 -1.51 1.67 0.49
C 2.777427 0.402696 -3.750351 -0.66 0.45 1.15 -0.89
C 2.089104 -0.948690 -1.418651 -3.28 0.00 -0.57 -0.55
C 1.011001 -1.547625 -0.492163 -1.18 1.21 -2.54 -0.21
P -2.340137 0.727896 3.166532 -1.48 1.14 -0.41 0.43
N -3.425015 1.832247 2.720120 0.25 -0.25 -0.16 -0.87
H 1.499237 -0.727369 3.853301 -1.01 -1.56 0.69 0.23
H 0.407597 -0.923890 5.309711 0.72 -0.94 -1.29 0.27
H 1.429452 -2.386021 4.794701 -0.68 1.19 -0.60 0.28
H -1.349885 -1.832191 4.111594 0.90 -0.33 -1.22 0.36
H -0.238666 -3.030240 3.132595 -0.62 1.21 0.51 0.25
H -2.604973 -1.830906 2.337300 0.09 -0.21 0.37 0.07
H -3.204979 -0.404069 0.999993 -0.22 0.02 0.14 0.05
H -1.311989 0.264842 0.791997 0.16 -0.08 0.39 -0.03
H -1.330337 -3.081322 0.662413 -0.30 1.25 -0.91 0.26
H -2.645851 -2.169817 -0.379544 1.60 -0.21 0.68 0.36
H -1.996752 -0.801507 -2.574083 1.90 -0.19 0.81 0.23
H -0.125097 0.212008 -4.140845 0.52 -0.74 1.53 0.27
H 3.262857 -0.315694 -4.489554 -0.74 0.91 1.00 0.28
H 3.582012 0.907922 -3.090752 -1.09 -0.91 -1.16 0.30
H 2.227406 1.281100 -4.269055 1.42 -2.28 0.36 0.09
H 3.179730 -1.020606 -1.061449 -1.85 0.23 -0.77 0.24
H 1.295530 -2.044780 0.505953 -0.40 1.02 -1.79 0.17
H -2.862667 0.033518 4.325809 0.75 0.32 0.01 0.02
H -1.116240 1.373161 3.565726 -0.34 -0.52 0.35 0.01
H -3.711913 1.637550 1.748946 0.18 0.07 0.54 0.25
C 1.605963 4.996595 -3.886356 -0.31 -0.08 0.09 -0.36
Br 2.333892 5.908931 -2.337022 -0.09 -0.18 -0.30 -0.01
Br 2.721334 5.239735 -5.456083 -0.12 -0.04 0.25 -0.05
Br 1.268411 3.121141 -3.525750 -0.29 1.27 0.26 0.13
H 0.644381 5.458117 -4.104801 0.30 -0.07 0.04 0.31
```
Forces are in eV/Å.

Calculated values
net charge: -1
E: -243983.3497 eV
orbital gap: 5.61 eV



4.
Below is a cluster of 2 separate species, C27H20F2O in total, with properties calculated with the ωB97M-V functional and the def2-TZVPD basis.

Geometry as XYZ:
```
50
Properties=species:S:1:pos:R:3:forces:R:3:mulliken_charge:R:1
F -3.140296 2.769112 3.472205 0.19 -1.19 -0.02 -0.32
C -2.905726 1.412612 3.400853 0.41 0.71 0.17 0.16
C -4.000072 0.554637 3.363386 0.53 -0.49 -0.02 -0.46
C -3.731138 -0.824498 3.304060 -0.11 0.37 -0.04 -0.62
C -2.425643 -1.292288 3.259428 0.71 -0.09 -0.02 0.04
C -1.292395 -0.411805 3.290086 -1.23 0.36 -0.03 0.72
C 0.012172 -0.992227 3.246578 -0.04 -0.24 0.40 0.02
C 1.292194 -0.359523 3.279283 1.26 0.41 -0.09 0.96
C 2.445357 -1.198361 3.429378 -0.71 -0.22 -0.10 -0.56
C 3.739410 -0.703743 3.387549 0.10 0.42 0.03 -0.43
C 3.973389 0.680519 3.300717 -0.53 -0.53 0.04 -0.63
C 2.856161 1.507235 3.235240 -0.39 0.73 0.20 0.31
F 3.052970 2.871537 3.269749 -0.16 -1.17 -0.24 -0.32
C 1.548069 1.043622 3.177439 0.19 -0.35 0.05 -0.83
C -1.584524 0.984551 3.402420 -0.25 -0.40 -0.10 -0.74
H -5.009600 0.954141 3.400924 0.20 -0.09 -0.03 0.45
H -4.562259 -1.531957 3.291374 0.31 0.20 -0.01 0.43
H -2.219554 -2.366431 3.209423 -0.20 0.31 0.00 0.06
H 0.033834 -2.086040 3.255176 0.02 0.21 0.07 -0.03
H 2.259162 -2.265337 3.594625 0.21 0.34 -0.16 0.52
H 4.585538 -1.392142 3.432299 -0.32 0.21 0.05 0.39
H 4.973499 1.105627 3.309473 -0.22 -0.08 -0.01 0.44
H 0.730187 1.747592 3.066625 0.75 -0.04 -0.12 0.44
H -0.785482 1.706616 3.518734 -0.70 -0.04 0.00 0.42
C -3.661291 -5.618866 3.448881 0.19 0.11 0.05 -0.46
C -2.542475 -5.488717 4.287283 0.00 -0.03 -0.47 -0.66
C -1.317172 -5.104594 3.761626 0.01 0.14 -0.13 -0.14
C -1.167910 -4.787069 2.379252 -0.62 -0.23 0.25 0.57
C 0.075867 -4.337887 1.834053 0.39 -0.12 -0.20 -1.29
C 1.321671 -4.479586 2.522703 0.07 0.45 0.38 0.93
C 2.599611 -4.339688 1.720781 0.30 0.06 -0.14 0.74
C 3.804571 -4.210639 2.433088 0.09 -0.01 -0.22 -0.40
C 5.014078 -4.021382 1.769356 -0.25 -0.11 -0.52 -0.51
C 5.043610 -3.980258 0.361490 -0.32 0.02 0.19 -0.38
C 3.852593 -4.147610 -0.366521 -0.08 -0.07 0.47 -0.74
C 2.640597 -4.337915 0.315509 0.34 -0.02 0.30 -0.38
O 1.440284 -4.632563 3.766995 0.06 0.14 -0.91 -0.81
C -2.304999 -4.976342 1.535483 0.25 0.19 0.39 -0.37
C -3.530905 -5.366181 2.070510 0.18 -0.04 0.16 -0.58
H -4.612780 -5.944586 3.872657 0.21 0.14 -0.22 0.38
H -2.591192 -5.702839 5.356572 -0.19 0.00 -0.33 0.39
H -0.427473 -5.052248 4.386453 -0.40 0.08 -0.13 0.47
H 0.094509 -4.041182 0.778024 -0.06 -0.30 0.51 0.18
H 3.796811 -4.287887 3.520848 -0.19 0.08 -0.28 0.45
H 5.927015 -3.929900 2.361400 -0.17 -0.01 -0.31 0.42
H 5.990950 -3.829938 -0.162370 -0.32 -0.06 0.16 0.38
H 3.850269 -4.151085 -1.461428 0.12 0.02 0.44 0.37
H 1.716297 -4.538939 -0.226385 0.38 0.18 -0.03 0.33
H -2.156819 -4.846326 0.457111 -0.28 0.06 0.40 0.34
H -4.394231 -5.492072 1.413176 0.27 -0.01 0.19 0.38
```
Forces are in eV/Å.

Calculated values
net charge: 0
ΔE to the lowest compared entry with this formula, charge and spin: 0.94 kcal per mole
E: -35802.7063 eV
orbital gap: 3.22 eV



5.
Below is an isolated molecule of C6H10, with properties calculated with the ωB97M-V functional and the def2-TZVPD basis.

Geometry as XYZ:
```
16
Properties=species:S:1:pos:R:3:forces:R:3:mulliken_charge:R:1
C 0.051435 1.481808 -0.135318 0.09 -0.03 0.09 -0.25
C 1.201442 0.851261 -0.416916 -0.19 0.08 0.07 -0.34
C 1.306095 -0.657758 -0.432911 -0.02 -0.01 -0.01 -0.66
C -0.123494 -1.174449 -0.382972 0.01 -0.15 -0.07 -0.69
C -0.802609 -0.609728 0.874574 -0.05 0.01 -0.10 -0.59
C -1.210653 0.784608 0.393209 0.06 0.10 0.06 -0.77
H 0.022724 2.568068 -0.204426 -0.01 -0.14 0.02 0.37
H 2.105603 1.407445 -0.673427 -0.34 0.05 0.03 0.37
H 1.911904 -1.012004 0.414876 -0.13 0.01 -0.12 0.30
H 1.815341 -1.007284 -1.340546 -0.05 0.20 0.09 0.36
H -0.617774 -0.663092 -1.217726 -0.04 -0.48 -0.15 0.28
H -0.252388 -2.241028 -0.568351 0.28 -0.09 0.39 0.39
H -0.094700 -0.523914 1.712735 -0.08 -0.10 -0.22 0.30
H -1.634722 -1.230843 1.223908 -0.03 0.25 -0.19 0.28
H -1.703991 1.421523 1.135876 0.25 -0.13 0.12 0.39
H -1.974218 0.605380 -0.382591 0.27 0.43 0.00 0.27
```
Forces are in eV/Å.

Calculated values
net charge: 0
ΔE to the lowest compared entry with this formula, charge and spin: 8.44 kcal per mole
E: -6383.4936 eV
orbital gap: 10.41 eV



6.
Below is a cluster of 4 separate species, H9O4 in total, with properties calculated with the ωB97M-V functional and the def2-TZVPD basis.

Geometry as XYZ:
```
13
Properties=species:S:1:pos:R:3:forces:R:3:mulliken_charge:R:1
O 47.439922 -30.422831 -20.717756 -2.84 -9.36 1.26 -0.20
H 47.768378 -29.666099 -20.601439 1.97 12.57 0.80 0.26
H 48.343450 -30.688295 -20.461965 1.50 -2.86 0.11 0.50
H 47.195595 -30.572049 -21.640458 -0.51 0.02 -2.22 0.48
O 50.076020 -30.336529 -20.012869 -0.76 3.00 -1.84 -0.68
H 50.575399 -29.593235 -20.490426 -1.03 -1.62 1.06 0.35
H 50.733609 -30.945918 -19.768081 1.35 -1.43 0.63 0.32
O 46.839663 -30.208998 -23.235716 4.59 7.05 5.42 -0.64
H 47.769767 -30.011083 -23.537530 -1.37 0.11 0.31 0.38
H 46.618245 -30.852095 -23.734555 -3.03 -7.33 -5.65 0.27
O 47.809685 -27.770049 -21.346385 0.60 -0.74 0.51 -0.64
H 48.452336 -27.202057 -20.903425 -0.31 0.23 -0.24 0.32
H 47.312495 -27.245332 -21.970299 -0.15 0.37 -0.15 0.31
```
Forces are in eV/Å.

Calculated values
net charge: +1
ΔE to the lowest compared entry with this formula, charge and spin: 60.49 kcal per mole
E: -8327.5020 eV
orbital gap: 12.77 eV